1.
Molecular formula: C27H26N4O3S2
Method: DFT, wB97M-V/def2-TZVPD

Geometry as XYZ:
```
62
Properties=species:S:1:pos:R:3:forces:R:3
O -3.114542 0.757605 0.358790 -0.308 -0.126 -0.158
C -2.304224 0.873971 1.257070 -0.245 0.408 0.270
C -2.589703 0.202741 2.596052 -0.031 -0.555 0.001
S -1.349045 -0.990931 3.205291 -0.007 0.088 0.328
C -0.961045 -1.800324 1.711991 -0.060 0.103 0.044
N -0.962471 -1.236925 0.537470 0.014 -0.062 0.228
C -0.610137 -2.208433 -0.356124 0.164 -0.749 0.550
C -0.515411 -1.869370 -1.769008 0.056 0.012 -0.390
C -1.388962 -0.913167 -2.286254 0.023 -0.158 0.053
C -1.310010 -0.550134 -3.617302 -0.016 0.052 -0.072
C -0.360291 -1.129914 -4.442601 0.015 0.020 -0.090
C 0.518014 -2.070764 -3.929465 0.058 -0.046 -0.102
C 0.446756 -2.439249 -2.599323 -0.068 0.096 0.075
C -0.370944 -3.393878 0.319667 -0.089 0.578 -0.382
C -0.014548 -4.729452 -0.122515 0.113 -0.390 -0.037
C -0.495804 -5.228464 -1.333475 -0.017 0.029 0.144
C -0.163641 -6.504972 -1.742292 0.009 -0.032 -0.064
C 0.646173 -7.305422 -0.951909 0.044 -0.058 0.002
C 1.122598 -6.821127 0.254609 0.023 -0.140 0.032
C 0.794519 -5.544315 0.669849 -0.070 0.114 -0.095
N -0.596430 -3.103165 1.649133 -0.004 0.094 -0.052
N -1.239436 1.698737 1.171499 0.023 0.219 -0.074
C -0.194736 1.889554 2.150568 0.283 -0.063 0.183
C 1.117377 1.281909 1.630229 -0.096 -0.045 0.780
N 1.452822 1.784825 0.324594 0.959 0.729 -0.165
S 2.527269 3.042244 0.206181 -0.112 -0.369 0.015
O 3.563940 2.786971 1.162734 -0.207 0.122 0.226
O 2.859834 3.176070 -1.180120 -0.300 0.160 -0.053
C 1.665542 4.537706 0.714333 0.425 -0.485 -0.217
C 0.988742 5.282999 -0.231626 0.003 0.067 -0.143
C 0.304432 6.420607 0.165478 -0.003 -0.058 -0.018
C 0.308032 6.798220 1.499521 -0.025 0.026 0.011
C 1.002824 6.050881 2.438129 0.001 -0.065 0.000
C 1.687852 4.912692 2.043752 0.084 0.017 0.136
C 0.387338 1.683235 -0.642296 -0.504 0.179 -0.474
C -0.914074 2.293484 -0.111626 -0.021 -0.120 -0.353
H -2.692005 0.944158 3.389584 0.037 -0.014 0.008
H -3.529904 -0.339094 2.485401 0.084 0.229 -0.055
H -2.125769 -0.471771 -1.631926 -0.105 0.088 0.099
H -1.993526 0.186539 -4.013312 -0.064 0.061 -0.034
H -0.300440 -0.846834 -5.483227 0.009 0.028 -0.079
H 1.266415 -2.516359 -4.568410 0.067 -0.021 -0.052
H 1.142393 -3.161286 -2.197426 0.066 -0.037 0.022
H -1.136505 -4.609393 -1.942715 -0.063 0.031 -0.050
H -0.542444 -6.880516 -2.681255 -0.038 -0.031 -0.075
H 0.904400 -8.302738 -1.274829 0.020 -0.080 -0.026
H 1.755418 -7.439395 0.874384 0.049 -0.048 0.039
H 1.189296 -5.168137 1.603618 0.059 0.040 0.066
H -0.539355 -3.750153 2.418221 -0.114 0.015 -0.053
H -0.456381 1.432120 3.102092 0.029 0.108 -0.072
H -0.067679 2.969245 2.301765 -0.034 -0.141 0.048
H 1.952126 1.512321 2.291624 -0.104 -0.147 0.133
H 1.002158 0.195810 1.556472 0.052 0.106 0.030
H 1.023168 4.970977 -1.263542 -0.034 0.029 -0.154
H -0.226813 7.012911 -0.563920 -0.036 0.044 -0.069
H -0.224947 7.685182 1.807733 -0.042 0.077 0.024
H 1.014751 6.356608 3.473389 0.013 0.021 0.084
H 2.256110 4.319770 2.743289 0.058 -0.017 0.143
H 0.724098 2.182806 -1.549651 -0.169 -0.110 -0.110
H 0.215971 0.623478 -0.854789 0.095 0.165 -0.014
H -1.737200 2.082936 -0.794956 0.103 0.109 0.050
H -0.811950 3.376374 0.021382 -0.054 -0.103 -0.045
```
Positions in Å, forces in eV/Å.

Orbital gap ... 8.1 eV
SMILES ... O=C(CSc1nc(-c2ccccc2)c(-c2ccccc2)[nH]1)N1CCN(S(=O)(=O)c2ccccc2)CC1
Multiplicity ... 1
HOMO level ... -0.284 hartree
Total charge ... 0

=====

2.
Molecular formula: C3H5N5O2
Method: DFT, wB97M-V/def2-TZVPD

Geometry as XYZ:
```
15
Properties=species:S:1:pos:R:3:forces:R:3
H -0.940219 -1.103538 -0.521974 -0.002 -0.613 -0.149
N -0.768546 -0.149458 -0.257134 -0.356 0.044 -0.769
C -0.895392 0.639117 -1.264884 -0.631 -2.916 -0.297
N -1.153765 0.190922 -2.605251 -0.057 1.718 0.778
N -0.946145 1.991266 -0.983221 -0.674 0.894 -0.979
N -0.245297 2.455456 -0.061182 -1.866 1.943 -0.957
N 0.750537 1.821413 0.407462 2.517 -1.553 1.422
C 0.833677 0.893654 1.218672 0.660 0.407 -0.762
C 1.533036 0.203050 2.106644 -1.204 -1.168 0.140
O 1.701401 -1.170909 2.024344 0.982 2.043 -1.595
O 1.733180 0.788497 3.301656 1.080 0.548 1.603
H -1.403789 -0.775445 -2.737431 0.180 -0.133 0.526
H -1.807024 0.768940 -3.135983 0.518 0.095 0.343
H 1.381155 -1.715671 2.721837 -0.656 0.034 1.305
H 2.105463 1.708247 3.307194 -0.492 -1.344 -0.609
```
Positions in Å, forces in eV/Å.

Orbital gap ... 8.4 eV
Relative energy (zero: lowest compared OMol25 entry of this formula, charge and spin) ... 422.9 kJ/mol
SMILES ... [H]/N=C(N)/N=N\N=C=C(O)O
Multiplicity ... 1
HOMO level ... -0.300 hartree
Total charge ... 0

=====

3.
Molecular formula: C4H10NS2
Method: DFT, wB97M-V/def2-TZVPD

Geometry as XYZ:
```
17
Properties=species:S:1:pos:R:3:forces:R:3
C 2.570869 1.009702 -0.042561 -0.358 1.538 -0.643
C 1.214762 -1.023968 -0.590389 -3.819 -1.216 -3.252
C -1.204142 -0.280105 1.267496 1.671 -1.958 0.211
C -2.587715 0.756247 -0.465343 0.732 -1.166 -1.315
N -1.539152 -0.004167 0.148929 -0.326 0.731 -1.116
S 2.833874 -0.695687 -0.458635 0.935 0.741 0.240
S 0.248745 -1.554926 1.325260 -0.494 -0.227 2.672
H 3.515399 1.620297 -0.015717 -0.985 -0.818 0.360
H 1.923469 1.403493 -0.907284 0.938 -0.411 1.251
H 0.921708 -1.973727 -1.131571 0.937 0.890 0.649
H 0.406898 -0.257663 -0.903487 1.773 -0.691 0.543
H -1.493050 -0.167984 2.278331 -0.601 0.593 0.998
H -2.483762 1.795777 -0.402609 -0.044 1.610 1.113
H -2.344943 0.609123 -1.497679 -0.645 -0.184 -0.949
H -3.558481 0.357701 -0.269860 -0.660 0.015 0.419
H 1.932223 1.028628 0.888030 0.933 0.238 -0.853
H -0.356704 -2.622740 0.777089 0.012 0.314 -0.328
```
Positions in Å, forces in eV/Å.

Orbital gap (alpha / beta) ... 6.9 / 5.9 eV
Relative energy (zero: lowest compared OMol25 entry of this formula, charge and spin) ... 255.4 kJ/mol
Multiplicity ... 3
HOMO level (alpha / beta) ... -0.375 / -0.500 hartree
Total charge ... +1

=====

4.
Molecular formula: C4H5N3O
Method: DFT, wB97M-V/def2-TZVPD

Geometry as XYZ:
```
13
Properties=species:S:1:pos:R:3:forces:R:3
N 1.689083 -0.834929 -1.013913 3.279 3.262 -1.581
C 0.473499 -0.286386 -0.630210 -0.536 0.814 -0.959
N -0.482203 -0.212855 -1.639896 -0.401 -0.730 0.320
N -1.859433 -0.007957 -0.962863 -0.110 -0.187 -3.808
C -1.493673 0.251855 0.195775 6.067 2.986 4.694
C -0.031015 0.296667 0.526802 -1.105 -2.984 -1.991
C -0.350944 0.390254 2.013697 -0.258 1.176 0.478
O -1.704994 0.819585 1.548109 -2.374 -1.891 -0.254
H 2.415524 -0.058337 -0.443444 -1.930 -3.203 -2.823
H 1.800894 -0.815899 -2.261657 -0.058 0.290 5.167
H -0.166819 -0.321418 -2.719330 -2.101 0.282 3.638
H -0.339358 -0.486921 2.778857 -0.286 1.011 -1.940
H 0.049437 1.266340 2.608073 -0.186 -0.827 -0.942
```
Positions in Å, forces in eV/Å.

Orbital gap ... 8.6 eV
Relative energy (zero: lowest compared OMol25 entry of this formula, charge and spin) ... 725.5 kJ/mol
SMILES ... Nc1[nH]nc2c1CO2
Multiplicity ... 1
HOMO level ... -0.312 hartree
Total charge ... 0